Entry 1:
C45H57F5N6O8PS2Ta as an isolated structure in a non-equilibrium geometry, computed with ωB97M-V/def2-TZVPD.

Properties
Max |F| = 3.48 eV/A
Net charge = +2
Relative energy (zero: lowest compared OMol25 entry of this formula, charge and spin) = 0.0 kcal per mole
Multiplicity = 1
Orbital gap (spin up / spin down) = 3.486 / 3.484 eV
E_LUMO (spin up / spin down) = -8.29 / -8.29 eV
HOMO level (spin up / spin down) = -11.78 / -11.78 eV

Each line ends with the Löwdin charge.
Atoms and positions in Å:
Ta (-3.7642, -13.2026, 19.9621)  1.7588
O (-3.4157, -13.4523, 18.0132)  -0.3555
H (-1.4775, -14.6059, 18.7695)  0.1595
H (-3.3916, -12.7658, 17.2931)  0.0494
O (-3.3013, -16.5799, 22.1278)  -0.0854
H (-2.7790, -15.7973, 22.4902)  0.0588
H (-2.7754, -17.0504, 21.4780)  0.0347
H (-5.2662, -13.1241, 18.9179)  -0.0463
S (0.9898, -11.9536, 12.4261)  1.0595
C (0.8939, -12.3240, 14.1425)  -0.4850
C (-0.2082, -12.0342, 15.0152)  -0.0227
C (-0.1644, -12.7716, 16.2488)  -0.1739
N (0.9357, -13.2847, 16.7201)  0.0170
C (1.9356, -13.6165, 15.9176)  -0.1393
C (1.9620, -13.1228, 14.6143)  -0.1018
C (-0.4246, -11.2696, 11.8152)  -0.5848
C (-1.2616, -12.0722, 11.0143)  -0.0740
C (-2.3420, -11.4768, 10.4092)  -0.1476
N (-2.6095, -10.1783, 10.4423)  0.0787
C (-1.7673, -9.4021, 11.1215)  -0.1310
C (-0.7517, -9.9123, 11.8878)  -0.0731
H (-1.0849, -11.4251, 14.6690)  0.1080
H (-1.0974, -12.9753, 16.7891)  0.0748
H (2.7807, -14.1348, 16.3854)  0.1152
H (2.6251, -13.5650, 13.8225)  0.1193
H (-1.1132, -13.1608, 10.9501)  0.1177
H (-2.9383, -12.0602, 9.7016)  0.1167
H (-1.9380, -8.3754, 11.0358)  0.0956
H (-0.1716, -9.2286, 12.4882)  0.1113
C (-7.4100, -10.4896, 23.7452)  -0.1716
C (-6.8264, -11.9579, 23.8752)  -0.1578
C (-6.0324, -12.4569, 22.6265)  -0.2040
C (-6.9787, -12.5738, 21.3333)  -0.3352
C (-7.6463, -11.1488, 21.2039)  -0.1688
C (-7.3047, -10.0050, 22.2975)  -0.1574
P (-6.6721, -13.3759, 19.5569)  1.1920
C (-6.9303, -15.3627, 19.6207)  -0.3399
C (-8.4272, -15.8958, 19.4605)  -0.1714
C (-8.3418, -17.3826, 18.9955)  -0.1990
C (-7.9455, -18.1708, 20.2220)  -0.2330
C (-6.6092, -17.7219, 20.8371)  -0.1439
C (-6.4331, -16.1207, 20.9240)  -0.1940
C (-7.4478, -12.9283, 17.8505)  -0.3648
C (-8.9254, -12.4903, 17.8515)  -0.1499
C (-9.3855, -12.4700, 16.2729)  -0.1596
C (-8.6448, -11.4508, 15.4671)  -0.2020
C (-7.1186, -11.2688, 15.7573)  -0.1497
C (-6.5432, -11.9302, 17.0084)  -0.2041
H (-6.8973, -9.8446, 24.4649)  0.1151
H (-8.4471, -10.4869, 24.0865)  0.1102
H (-7.5710, -12.7276, 24.2403)  0.1326
H (-6.0738, -11.9203, 24.6725)  0.1140
H (-5.6388, -13.4607, 22.9066)  0.1014
H (-5.1904, -11.7416, 22.4539)  0.0920
H (-7.8258, -13.2224, 21.6942)  0.1211
H (-8.7602, -11.2707, 21.1571)  0.1275
H (-7.3743, -10.8169, 20.2085)  0.0725
H (-8.0422, -9.2253, 22.1880)  0.1060
H (-6.3074, -9.5439, 22.1337)  0.1073
H (-6.2584, -15.7390, 18.6558)  0.1680
H (-9.0570, -15.2355, 18.7841)  0.1035
H (-8.9295, -15.9155, 20.4491)  0.1185
H (-7.5334, -17.5714, 18.2625)  0.1167
H (-9.2027, -17.8514, 18.5510)  0.1129
H (-7.9875, -19.2460, 20.0783)  0.1183
H (-8.8026, -17.9889, 20.9365)  0.1324
H (-5.7452, -18.0709, 20.1906)  0.1313
H (-6.6814, -18.2325, 21.7855)  0.1116
H (-5.4479, -15.8704, 21.2723)  0.0449
H (-7.0930, -15.8205, 21.7553)  0.1107
H (-7.4041, -13.9294, 17.4448)  0.0977
H (-9.0396, -11.4782, 18.3113)  0.1204
H (-9.6320, -13.2008, 18.3509)  0.1039
H (-10.4605, -12.3226, 16.1139)  0.1228
H (-9.1865, -13.4435, 15.9108)  0.0907
H (-9.0996, -10.4248, 15.5427)  0.1249
H (-8.7545, -11.6506, 14.3615)  0.1211
H (-6.9010, -10.1696, 15.9907)  0.1338
H (-6.4841, -11.6251, 14.8991)  0.1204
H (-6.0252, -11.2507, 17.7051)  0.0719
H (-5.7086, -12.5720, 16.7430)  0.0842
C (-8.3062, -14.3105, 11.5614)  -0.0655
N (-7.7913, -15.4969, 12.1795)  -0.1825
C (-8.6354, -16.6767, 12.3176)  -0.0888
C (-7.5860, -17.6684, 13.0689)  -0.1507
N (-6.3261, -17.0169, 12.9399)  -0.0239
C (-6.4792, -15.7305, 12.5503)  -0.8564
S (-5.3349, -14.5607, 12.9043)  0.5200
H (-9.2488, -14.4049, 10.9842)  0.1135
H (-7.5404, -13.9892, 10.9031)  0.0635
H (-8.2809, -13.4836, 12.2815)  0.0706
H (-8.8733, -17.1204, 11.3238)  0.1292
H (-9.5023, -16.5264, 12.9655)  0.1143
H (-7.5612, -18.6605, 12.5597)  0.1202
H (-7.9632, -17.8524, 14.0894)  0.1046
H (-5.4562, -17.3627, 13.3800)  0.1498
F (-2.6539, -9.8689, 16.3023)  0.0421
C (-3.1522, -9.8477, 17.6226)  -0.1738
C (-3.6717, -10.9378, 18.2368)  -0.0326
C (-3.7666, -11.2152, 19.6345)  -0.2712
F (-3.3300, -13.9255, 21.7710)  -0.3960
C (-3.5839, -10.0364, 20.4037)  -0.1629
F (-3.5195, -10.1490, 21.7956)  0.0362
C (-3.0120, -8.8879, 19.8413)  -0.0874
F (-2.5372, -7.9225, 20.6667)  0.1313
C (-2.9118, -8.7010, 18.4235)  -0.0548
F (-2.6150, -7.5032, 17.8937)  0.1652
O (-0.7462, -14.7769, 19.4746)  0.1656
C (-0.7599, -13.5869, 20.0693)  -0.4212
O (-1.7947, -12.9324, 20.1913)  -0.1144
C (0.4719, -13.1031, 20.5865)  -0.1105
C (0.4006, -11.9800, 21.3738)  0.1032
C (1.5300, -11.5618, 22.0595)  -0.1025
C (2.6956, -12.2954, 22.0365)  0.1363
C (2.7214, -13.5568, 21.3373)  -0.0546
C (1.6858, -13.8267, 20.3868)  0.1489
N (3.7452, -14.5564, 21.6017)  -0.3208
O (4.8454, -14.2636, 22.0830)  0.1254
O (3.3350, -15.6846, 21.3048)  0.0936
N (1.5564, -10.6005, 23.1476)  -0.3132
O (0.5837, -9.8198, 23.2866)  0.0891
O (2.5150, -10.6952, 23.8971)  0.1089
H (-0.5728, -11.4882, 21.5001)  0.1483
H (3.6198, -12.0145, 22.5784)  0.1582
H (1.7650, -14.6507, 19.6677)  0.1450

Entry 2:
A 2-piece molecular cluster, C6H10O overall in a non-equilibrium geometry, computed with ωB97M-V/def2-TZVPD.

Properties
Max |F| = 10.24 eV/A
Net charge = 0
Relative energy (zero: lowest compared OMol25 entry of this formula, charge and spin) = 185.5 kcal per mole
Multiplicity = 1
Orbital gap = 9.359 eV
E_LUMO = 0.53 eV
HOMO level = -8.83 eV

Each line ends with the Löwdin charge.
Atoms and positions in Å:
C (0.4771, -0.9791, 0.8034)  -0.4265
C (-0.5457, 0.1241, 1.4317)  -0.0184
C (-0.3774, 0.9831, 0.0944)  -0.4569
C (-0.8447, 1.7007, -1.1261)  -0.0216
C (-0.0961, 0.3096, -1.0052)  -0.3113
C (1.2111, -0.4938, -0.4868)  -0.0848
H (0.3498, -2.7918, -0.1516)  0.2812
H (1.3584, -1.0779, 1.6015)  0.1524
H (-1.5980, -0.2664, 1.2831)  0.1273
H (-0.2623, 0.6786, 2.3060)  0.0900
H (0.4077, 1.8456, 0.4399)  0.1810
H (-1.9084, 1.0536, -1.5914)  0.1663
H (-0.6723, 2.8671, -1.3723)  0.1320
H (-0.7189, -0.5428, -1.3891)  0.1410
H (1.3947, -1.2615, -1.2685)  0.0988
H (2.1391, 0.0314, -0.3922)  0.0960
O (-0.3143, -2.1804, 0.8232)  -0.1466

Entry 3:
C25H58N2O2RuSi3 as an isolated structure in a non-equilibrium geometry, computed with ωB97M-V/def2-TZVPD.

Properties
Max |F| = 3.85 eV/A
Net charge = +1
Relative energy (zero: lowest compared OMol25 entry of this formula, charge and spin) = 10.3 kcal per mole
Multiplicity = 6
Orbital gap (spin up / spin down) = 7.874 / 5.896 eV
<S²> = 8.763
E_LUMO (spin up / spin down) = -1.83 / -4.99 eV
HOMO level (spin up / spin down) = -9.70 / -10.89 eV

Each line ends with the Mulliken spin population.
Atoms and positions in Å:
O (-0.7247, -1.8089, -0.7476)  -0.0754
O (-2.1459, -0.6947, -3.3946)  0.0210
C (0.2145, -2.6339, -1.4366)  0.0114
C (0.5773, -3.9226, -0.7439)  -0.0036
H (1.1236, -2.0277, -1.6136)  0.0018
H (-0.2458, -2.8050, -2.4164)  0.0108
H (1.0648, -3.7126, 0.2124)  0.0003
H (1.2842, -4.4636, -1.3871)  0.0004
H (-0.2901, -4.5709, -0.5544)  -0.0004
C (-1.6283, -2.4880, 0.1564)  0.0162
C (-2.7854, -3.0521, -0.6346)  0.0003
H (-1.9577, -1.7375, 0.8909)  0.0126
H (-1.0622, -3.2344, 0.7477)  -0.0019
H (-3.1678, -2.3051, -1.3416)  0.0007
H (-3.5880, -3.3155, 0.0584)  0.0003
H (-2.4889, -3.9557, -1.1819)  -0.0004
C (-3.2870, 0.1946, -3.5144)  0.0016
C (-2.0440, -1.6252, -4.4915)  0.0009
C (-4.4252, -0.2034, -2.6046)  -0.0001
H (-3.6280, 0.2101, -4.5656)  -0.0002
H (-2.9254, 1.2007, -3.2561)  -0.0040
H (-4.8206, -1.1892, -2.8646)  0.0001
H (-5.2265, 0.5295, -2.7261)  -0.0001
H (-4.1026, -0.2031, -1.5603)  -0.0001
C (-3.2878, -2.4676, -4.6752)  0.0001
H (-1.1700, -2.2567, -4.2727)  -0.0003
H (-1.8326, -1.0756, -5.4263)  -0.0001
H (-3.5647, -2.9625, -3.7380)  0.0000
H (-3.0759, -3.2319, -5.4274)  0.0001
H (-4.1373, -1.8715, -5.0277)  0.0000
H (-0.8990, -0.0507, -1.3960)  -0.1337
Ru (0.3392, 0.4404, 0.7105)  4.2176
C (-0.3494, 0.9285, -1.3015)  0.3322
Si (0.5992, 1.3184, -2.9462)  -0.0358
H (-1.0002, 1.7640, -1.0225)  -0.0155
H (0.7618, 0.9122, -0.8455)  -0.2947
C (1.3523, -0.1800, -3.7785)  0.0047
C (2.0103, 2.5508, -2.7815)  0.0128
C (-0.5412, 2.0684, -4.2189)  0.0187
C (2.1686, -0.3003, 0.6870)  0.3812
Si (3.4880, 0.6748, 1.6615)  -0.0030
H (2.4745, -0.4430, -0.3743)  -0.0258
H (2.1220, -1.3356, 1.0954)  -0.0978
C (3.9747, 2.1810, 0.6654)  0.0250
C (4.9851, -0.4561, 1.9083)  0.0279
C (3.0063, 1.2300, 3.3891)  0.0201
H (0.0793, 2.4266, -5.0528)  0.0026
H (-1.0854, 2.9154, -3.7904)  -0.0013
H (-1.2638, 1.3377, -4.5964)  -0.0030
H (2.2225, -0.5768, -3.2467)  -0.0006
H (1.6901, 0.1311, -4.7764)  0.0001
H (0.6327, -0.9915, -3.9110)  -0.0006
H (2.6986, 2.3962, -1.9456)  -0.0048
H (1.6188, 3.5735, -2.7194)  -0.0007
H (2.6049, 2.4893, -3.7076)  0.0004
H (5.1503, -1.1159, 1.0458)  -0.0005
H (4.8512, -1.0802, 2.8041)  -0.0026
H (5.8895, 0.1537, 2.0522)  0.0036
H (2.7225, 0.3838, 4.0320)  0.0006
H (2.1856, 1.9611, 3.3899)  -0.0087
H (3.8813, 1.7157, 3.8534)  0.0001
H (4.9206, 2.5755, 1.0718)  -0.0013
H (3.2112, 2.9698, 0.7373)  -0.0041
H (4.1331, 1.9337, -0.3934)  -0.0018
C (1.3628, -3.0366, 2.7605)  0.0008
C (0.7464, -1.8170, 3.3976)  0.0204
C (0.6422, -1.7477, 4.7888)  0.0492
C (0.0932, -0.6405, 5.4315)  -0.0001
C (-0.4526, 0.3925, 4.6868)  0.0534
C (-0.3098, 0.2705, 3.2948)  0.0349
N (0.1995, -0.8167, 2.6695)  0.0313
N (-0.5098, 1.2519, 2.3945)  0.3540
Si (-0.9301, 2.9476, 2.7259)  0.0130
C (-2.6552, 2.9569, 3.4549)  0.0111
C (0.2105, 3.7115, 4.0054)  0.0107
C (-0.7181, 3.6800, 1.0388)  0.0123
H (0.6589, -3.5494, 2.0906)  0.0027
H (2.3149, -2.8773, 2.2249)  -0.0031
H (1.5910, -3.7389, 3.5783)  0.0000
H (1.0143, -2.5929, 5.3596)  0.0011
H (0.1090, -0.5927, 6.5158)  -0.0004
H (-0.8593, 1.3134, 5.1009)  0.0059
H (-2.7155, 2.3307, 4.3575)  0.0000
H (-2.9711, 3.9750, 3.7259)  0.0006
H (-3.3710, 2.5620, 2.7230)  -0.0001
H (1.1889, 3.9833, 3.5908)  0.0001
H (-0.2718, 4.6370, 4.3583)  0.0002
H (0.3794, 3.0771, 4.8858)  -0.0006
H (0.3380, 3.6636, 0.7309)  -0.0055
H (-1.3003, 3.1141, 0.3020)  0.0023
H (-1.0722, 4.7214, 1.0449)  0.0025

Entry 4:
An isolated ion of composition C21H31N4O3 and charge +1, computed with ωB97M-V/def2-TZVPD.

Properties
Max |F| = 0.91 eV/A
Net charge = +1
SMILES string = CN1CCc2c(n(C[C@H](O)C[NH+]3CCN(CCO)CC3)c3ccccc23)C1=O
Multiplicity = 1
Orbital gap = 8.381 eV
E_LUMO = -2.43 eV
HOMO level = -10.81 eV

Each line ends with the Löwdin charge.
Atoms and positions in Å:
C (-0.3777, -3.8103, 0.7853)  -0.0112
N (0.7285, -2.9167, 0.5300)  -0.0768
C (2.0485, -3.5258, 0.4489)  -0.1250
C (2.9600, -2.7927, -0.5336)  -0.0885
C (2.8981, -1.3434, -0.1978)  -0.0938
C (1.7493, -0.8043, 0.3386)  -0.0665
N (1.9238, 0.5482, 0.5697)  0.0154
C (1.0093, 1.4359, 1.2319)  -0.0609
C (0.4255, 2.5088, 0.2798)  -0.3238
O (-0.4331, 3.3783, 0.9768)  -0.0170
C (-0.3302, 1.9238, -0.9238)  -0.0580
N (-1.4275, 0.9940, -0.6062)  -0.1072
C (-2.5584, 1.6258, 0.1092)  -0.0788
C (-3.5943, 0.5663, 0.4475)  -0.1440
N (-4.0965, -0.0161, -0.7836)  -0.1651
C (-5.2583, -0.8625, -0.5766)  -0.1698
C (-6.5091, -0.0414, -0.2611)  -0.2390
O (-6.4879, 0.3687, 1.0910)  -0.0766
C (-3.0088, -0.6848, -1.4658)  -0.1611
C (-1.9446, 0.3471, -1.8305)  -0.0920
C (3.2059, 0.8683, 0.2028)  -0.1501
C (3.8901, 2.0777, 0.2880)  -0.0112
C (5.1907, 2.1128, -0.1625)  -0.0668
C (5.8171, 0.9774, -0.6908)  -0.0751
C (5.1604, -0.2259, -0.7679)  -0.0063
C (3.8403, -0.2935, -0.3112)  -0.1017
C (0.5504, -1.5895, 0.5620)  -0.3226
O (-0.5862, -1.0899, 0.7212)  -0.0100
H (-1.2731, -3.2194, 0.9654)  0.0848
H (-0.1718, -4.4218, 1.6650)  0.1040
H (-0.5396, -4.4645, -0.0729)  0.1016
H (1.9153, -4.5644, 0.1434)  0.1303
H (2.5068, -3.5158, 1.4468)  0.1440
H (3.9763, -3.1750, -0.4470)  0.1278
H (2.6273, -2.9551, -1.5643)  0.1330
H (0.2037, 0.8543, 1.6841)  0.1326
H (1.5385, 1.9566, 2.0395)  0.1444
H (1.2639, 3.0733, -0.1570)  0.1470
H (0.0683, 3.9320, 1.5848)  0.1159
H (0.3953, 1.3962, -1.5476)  0.1438
H (-0.7420, 2.7620, -1.4929)  0.1514
H (-1.0543, 0.1895, 0.0158)  0.1054
H (-2.1886, 2.1080, 1.0117)  0.1273
H (-2.9979, 2.3836, -0.5423)  0.1500
H (-4.4265, 1.0204, 0.9828)  0.1210
H (-3.1409, -0.1987, 1.1013)  0.1373
H (-5.0993, -1.5856, 0.2378)  0.1354
H (-5.4413, -1.4112, -1.5020)  0.1253
H (-7.3892, -0.6665, -0.4535)  0.1206
H (-6.5418, 0.8309, -0.9274)  0.1244
H (-7.3423, 0.7480, 1.3204)  0.0976
H (-3.3844, -1.1404, -2.3837)  0.1337
H (-2.5490, -1.4748, -0.8460)  0.1220
H (-1.1202, -0.1377, -2.3569)  0.1392
H (-2.3843, 1.1129, -2.4733)  0.1449
H (3.4317, 2.9617, 0.7042)  0.1058
H (5.7449, 3.0367, -0.1050)  0.1094
H (6.8371, 1.0563, -1.0326)  0.1077
H (5.6450, -1.1046, -1.1637)  0.1164

What is the formula in the first record?
C45H57F5N6O8PS2Ta